# 1
Density functional theory data (ωB97M-V/def2-TZVPD) for a 13-piece molecular cluster, C38H57N12O4PS2 overall.

Output
Gap between HOMO and LUMO: 8.4 eV
Total energy: -3576.98886 Ha
Charge: 0
E_LUMO: -0.0041 Eh

Geometry (Å):
C1 3.74 -2.71 0.88
O1 3.01 -3.97 0.62
C2 3.57 -4.71 -0.52
C3 2.51 -4.80 -1.81
C4 2.84 -3.48 -2.74
C5 1.49 -2.55 -3.06
C6 0.99 -1.80 -1.70
C7 -0.66 -1.82 -1.48
C8 -1.48 -0.62 -0.66
C9 -3.13 -0.71 -0.42
C10 -4.05 -1.97 -0.98
C11 -3.25 -3.14 -1.82
C12 -1.63 -3.05 -2.04
C13 1.66 -0.31 -1.52
C14 1.31 0.76 -2.71
P1 2.57 2.21 -2.54
S1 4.44 1.67 -2.64
O2 1.19 0.21 -4.06
S2 2.05 -1.24 -4.27
O3 3.59 -1.10 -4.27
O4 1.67 -1.77 -5.70
H1 4.86 -2.71 0.55
H2 3.75 -2.54 2.06
H3 3.19 -1.75 0.44
H4 4.58 -4.29 -0.93
H5 3.70 -5.84 -0.15
H6 2.63 -5.81 -2.41
H7 1.42 -4.69 -1.40
H8 3.59 -2.74 -2.18
H9 3.32 -3.82 -3.78
H10 0.68 -3.20 -3.60
H11 1.41 -2.45 -0.79
H12 -0.94 0.31 -0.18
H13 -3.68 0.14 0.19
H14 -5.20 -2.05 -0.79
H15 -3.86 -4.07 -2.24
H16 -1.13 -3.95 -2.64
H17 2.82 -0.36 -1.35
H18 1.21 0.14 -0.52
H19 0.25 1.23 -2.43
H20 2.38 3.26 -3.51
H21 2.38 2.73 -1.18
C15 -7.68 0.72 -0.63
C16 -6.30 1.15 -0.15
N1 -5.16 1.51 0.24
H22 -7.77 0.88 -1.70
H23 -7.83 -0.34 -0.41
H24 -8.45 1.30 -0.11
C17 -4.04 3.54 -3.39
C18 -5.22 2.58 -3.45
N2 -6.19 1.78 -3.51
H25 -3.66 3.73 -4.39
H26 -4.36 4.49 -2.95
H27 -3.25 3.12 -2.78
C19 1.17 6.82 -3.13
C20 0.54 5.44 -3.09
N3 0.02 4.29 -3.05
H28 0.83 7.36 -4.02
H29 0.88 7.39 -2.24
H30 2.26 6.74 -3.15
C21 3.47 7.98 0.10
C22 3.98 7.59 -1.28
N4 4.40 7.26 -2.42
H31 3.94 8.91 0.42
H32 2.38 8.11 0.07
H33 3.71 7.19 0.82
C23 1.39 -5.36 2.80
C24 0.98 -5.12 4.24
N5 0.63 -4.92 5.43
H34 0.52 -5.64 2.20
H35 1.83 -4.45 2.38
H36 2.13 -6.17 2.75
C25 -2.12 -7.86 1.85
C26 -1.06 -7.27 0.93
N6 -0.19 -6.79 0.16
H37 -2.94 -8.28 1.25
H38 -1.68 -8.64 2.47
H39 -2.53 -7.07 2.49
C27 -11.23 -0.76 1.78
C28 -10.72 -1.14 0.40
N7 -10.30 -1.47 -0.75
H40 -10.76 0.18 2.10
H41 -12.32 -0.62 1.75
H42 -10.99 -1.54 2.50
C29 8.10 -1.70 1.08
C30 7.48 -3.08 1.12
N8 6.95 -4.23 1.15
H43 7.77 -1.16 0.19
H44 7.81 -1.13 1.97
H45 9.19 -1.79 1.05
C31 2.57 -2.34 5.76
C32 3.18 -1.25 4.89
N9 3.68 -0.34 4.17
H46 3.31 -2.70 6.48
H47 1.70 -1.96 6.30
H48 2.26 -3.18 5.13
C33 7.09 3.17 -5.32
C34 8.51 3.19 -4.79
N10 9.69 3.22 -4.35
H49 7.07 2.69 -6.31
H50 6.44 2.60 -4.64
H51 6.70 4.18 -5.42
C35 -4.10 3.41 2.87
C36 -4.14 4.72 3.64
N11 -4.18 5.80 4.28
H52 -5.08 3.21 2.42
H53 -3.35 3.46 2.08
H54 -3.85 2.58 3.55
C37 -3.97 5.82 7.97
C38 -3.53 5.07 9.22
N12 -3.17 4.45 10.25
H55 -4.83 5.33 7.52
H56 -4.25 6.85 8.23
H57 -3.15 5.85 7.24

Atom charges from the Löwdin analysis, given in e for atoms 1 to 6: -0.105 -0.284 -0.199 -0.141 -0.167 -0.270

***

# 2
Density functional theory data (ωB97M-V/def2-TZVPD) for an isolated ion of composition C3H10NP2 and charge +1.

Output
Gap between HOMO and LUMO: 10.3 eV
Total energy: -857.42745 Ha
Charge: +1
E_LUMO: -0.1294 Eh

Geometry (Å):
C1 -0.81 1.66 -0.26
C2 0.36 -0.58 0.42
C3 1.54 -1.35 -0.20
N1 0.48 0.88 0.05
P1 -2.55 0.26 0.11
P2 -1.28 -1.49 0.05
H1 -1.09 2.37 0.42
H2 -0.65 2.06 -1.24
H3 0.54 -0.70 1.45
H4 1.75 -1.16 -1.22
H5 1.18 -2.26 0.01
H6 2.45 -1.15 0.26
H7 1.12 0.98 -0.79
H8 0.85 1.38 0.89
H9 -2.46 0.55 1.41
H10 -1.44 -1.45 -1.37

Atom charges from the Löwdin analysis, given in e for atoms 1 to 6: -0.181 -0.556 -0.085 -0.020 0.674 0.683

***

# 3
Density functional theory data (ωB97M-V/def2-TZVPD) for a 10-piece molecular cluster, H21O10 overall.

Output
Gap between HOMO and LUMO: 10.8 eV
Total energy: -764.68102 Ha
Charge: +1
E_LUMO: -0.1241 Eh

Geometry (Å):
O1 3.17 1.39 0.79
H1 3.83 1.04 0.10
H2 -4.54 -0.66 -0.45
O2 -3.83 -0.17 -0.07
H3 -0.59 2.25 -3.68
H4 0.51 1.66 -1.02
O3 0.35 2.40 -0.38
H5 3.94 1.88 1.33
H6 -0.48 2.84 -0.56
O4 0.13 -1.32 2.36
H7 0.06 -2.05 1.75
H8 -0.35 -1.76 3.16
O5 2.34 -3.68 -0.35
H9 0.17 -0.23 -0.62
H10 2.70 -2.94 -0.91
O6 -2.17 0.88 1.31
H11 -2.73 1.29 1.99
H12 1.41 -3.15 -0.23
O7 -0.38 2.76 -2.93
H13 -2.18 -0.03 1.57
H14 0.47 3.19 -2.90
O8 1.05 1.27 1.92
H15 2.03 1.00 1.81
H16 0.56 1.47 1.03
O9 -0.75 -3.65 -1.18
H17 -4.28 0.53 0.42
O10 0.19 0.03 -1.54
H18 -0.67 0.46 -1.79
H19 0.71 0.32 2.10
H20 -0.11 -4.26 -1.54
H21 -0.57 -2.77 -1.51

Atom charges from the Löwdin analysis, given in e for atoms 1 to 6: -0.095 0.122 0.034 -0.062 0.029 0.012

***

# 4
Density functional theory data (ωB97M-V/def2-TZVPD) for one molecule with the formula C21H22N2O2S.

Output
Gap between HOMO and LUMO: 8.7 eV
Total energy: -1471.63747 Ha
Charge: 0
E_LUMO: -0.0086 Eh

Geometry (Å):
C1 -0.71 -1.11 0.67
C2 -0.15 -0.43 1.90
C3 1.23 -0.57 2.10
C4 1.88 0.21 3.05
C5 1.15 1.15 3.79
C6 -0.24 1.19 3.67
C7 -0.90 0.33 2.79
C8 -2.13 -1.66 0.66
C9 -2.31 -2.93 0.09
C10 -3.58 -3.48 -0.03
C11 -4.69 -2.76 0.42
C12 -4.52 -1.48 0.95
C13 -3.24 -0.89 0.98
H1 -0.09 -2.00 0.54
H2 1.79 -1.30 1.51
H3 2.96 0.09 3.20
H4 1.66 1.83 4.47
H5 -0.83 1.89 4.27
H6 -1.99 0.29 2.77
H7 -1.43 -3.47 -0.27
H8 -3.69 -4.48 -0.46
H9 -5.69 -3.19 0.33
H10 -5.38 -0.92 1.33
H11 -3.13 0.16 1.24
C14 1.42 3.88 -0.86
C15 1.65 2.80 0.15
N1 1.23 1.45 -0.40
C16 -0.14 1.17 -0.33
O1 -0.95 2.03 -0.01
C17 -0.55 -0.25 -0.58
C18 0.42 -0.94 -1.50
O2 0.19 -2.09 -1.91
N2 1.55 -0.27 -1.94
C19 2.41 -0.99 -2.94
C20 2.36 -0.27 -4.25
C21 2.07 0.87 -1.34
S1 3.54 1.52 -1.77
H12 1.69 4.84 -0.42
H13 2.05 3.71 -1.75
H14 0.36 3.90 -1.15
H15 2.71 2.66 0.37
H16 1.07 2.94 1.07
H17 -1.51 -0.16 -1.13
H18 3.42 -0.98 -2.52
H19 2.01 -1.99 -3.00
H20 2.95 -0.83 -4.98
H21 1.32 -0.23 -4.60
H22 2.77 0.74 -4.17

Atom charges from the Löwdin analysis, given in e for atoms 1 to 6: -0.172 -0.178 -0.037 -0.079 -0.092 -0.067

***

# 5
Density functional theory data (ωB97M-V/def2-TZVPD) for one molecule with the formula C3H9NO.

Output
Gap between HOMO and LUMO: 9.9 eV
Total energy: -249.68501 Ha
Charge: 0
E_LUMO: 0.0325 Eh

Geometry (Å):
C1 0.11 -0.28 1.12
C2 0.61 -0.31 -0.31
C3 0.71 1.08 -0.93
O1 -0.31 -1.13 -1.06
N1 -1.16 0.40 1.29
H1 -0.02 -1.30 1.47
H2 0.89 0.19 1.72
H3 1.62 -0.75 -0.35
H4 1.29 1.03 -1.86
H5 -0.30 1.42 -1.21
H6 1.12 1.81 -0.24
H7 0.01 -1.19 -1.96
H8 -1.71 0.34 0.44
H9 -1.13 1.34 1.64

Atom charges from the Löwdin analysis, given in e for atoms 1 to 6: -0.251 -0.446 -0.060 -0.049 0.010 0.107

***

# 6
Density functional theory data (ωB97M-V/def2-TZVPD) for a 8-piece molecular cluster, C27H43O25P overall.

Output
Gap between HOMO and LUMO: 10.2 eV
Total energy: -3277.15125 Ha
Charge: 0
E_LUMO: -0.0008 Eh

Geometry (Å):
C1 23.79 -17.26 -16.85
C2 24.90 -17.22 -17.88
O1 26.04 -17.04 -17.02
C3 25.66 -16.43 -15.89
O2 26.38 -15.88 -15.13
O3 24.32 -16.52 -15.74
H1 23.54 -18.25 -16.49
H2 22.93 -16.80 -17.34
H3 24.84 -16.38 -18.56
H4 25.04 -18.19 -18.36
C4 15.83 -14.62 -11.19
C5 15.05 -14.18 -12.46
O4 15.82 -14.74 -13.52
C6 16.82 -15.50 -13.01
O5 17.46 -16.25 -13.71
O6 16.90 -15.37 -11.71
H5 15.24 -15.27 -10.54
H6 16.15 -13.80 -10.55
H7 15.06 -13.09 -12.51
H8 14.02 -14.52 -12.41
C7 23.83 -20.75 -14.67
C8 23.65 -22.24 -14.62
O7 24.60 -22.74 -15.57
C9 24.90 -21.72 -16.42
O8 25.54 -21.80 -17.42
O9 24.37 -20.58 -15.97
H9 24.53 -20.45 -13.89
H10 22.90 -20.18 -14.58
H11 22.67 -22.55 -15.00
H12 23.79 -22.66 -13.62
C10 13.34 -18.00 -15.72
C11 14.71 -17.40 -15.90
O10 15.57 -18.52 -15.98
C12 14.93 -19.60 -15.48
O11 15.39 -20.68 -15.39
O12 13.63 -19.28 -15.16
H13 12.81 -18.05 -16.67
H14 12.73 -17.40 -15.05
H15 15.01 -16.63 -15.19
H16 14.71 -16.95 -16.90
C13 17.05 -20.70 -21.99
C14 15.68 -20.48 -21.38
O13 15.88 -19.33 -20.57
C15 17.18 -19.17 -20.30
O14 17.66 -18.40 -19.54
O15 17.88 -20.13 -20.98
H17 17.15 -20.10 -22.90
H18 17.30 -21.74 -22.13
H19 15.43 -21.33 -20.74
H20 14.87 -20.31 -22.08
C16 19.28 -18.45 -16.91
C17 19.24 -16.91 -16.74
O16 20.34 -16.64 -15.88
C18 20.84 -17.77 -15.38
O17 21.65 -17.84 -14.51
O18 20.37 -18.84 -16.07
H21 19.57 -18.70 -17.93
H22 18.32 -18.88 -16.62
H23 18.33 -16.63 -16.19
H24 19.31 -16.36 -17.67
C19 21.84 -14.87 -12.96
C20 20.31 -14.92 -12.84
O19 20.10 -14.99 -11.44
C21 21.23 -14.63 -10.78
O20 21.31 -14.43 -9.61
O21 22.25 -14.50 -11.65
H25 22.13 -14.09 -13.65
H26 22.22 -15.85 -13.21
H27 19.99 -15.86 -13.30
H28 19.82 -14.07 -13.31
C22 22.09 -13.06 -16.14
C23 21.89 -13.06 -17.64
O22 21.51 -14.38 -18.03
P1 22.05 -14.93 -19.43
O23 23.46 -14.66 -19.73
O24 21.72 -16.50 -19.30
C24 21.94 -17.36 -20.42
C25 21.13 -18.62 -20.33
O25 20.99 -14.37 -20.49
C26 19.60 -14.34 -20.17
C27 18.85 -15.28 -21.12
H29 22.52 -12.12 -15.79
H30 21.16 -13.24 -15.61
H31 22.84 -13.82 -15.92
H32 21.15 -12.35 -18.01
H33 22.87 -12.78 -18.03
H34 21.84 -16.87 -21.40
H35 23.00 -17.64 -20.38
H36 20.07 -18.39 -20.18
H37 21.16 -19.13 -21.29
H38 21.35 -19.28 -19.49
H39 19.38 -14.74 -19.18
H40 19.20 -13.32 -20.21
H41 17.86 -15.52 -20.71
H42 18.71 -14.87 -22.11
H43 19.32 -16.27 -21.07

Atom charges from the Löwdin analysis, given in e for atoms 1 to 6: -0.118 -0.091 0.063 -0.580 0.159 0.063

***

Question: What is the formula in the fourth record?
Answer: C21H22N2O2S